This record from the OMol25 dataset describes a cluster of 9 separate species, C42H48F48O12S3 in total. The level of theory is ωB97M-V/def2-TZVPD.

```
153
Properties=species:S:1:pos:R:3:lowdin_charge:R:1
F -0.971 -5.237 -2.801 0.102
C -2.293 -5.084 -2.567 -0.294
F -2.893 -6.286 -2.372 0.085
C -2.603 -3.969 -1.553 -0.397
F -2.384 -2.769 -2.136 0.122
F -1.709 -3.947 -0.504 0.088
C -4.002 -4.126 -0.922 -0.053
O -5.020 -3.651 -1.764 0.041
C -6.257 -3.405 -1.225 -0.546
F -6.872 -4.491 -0.783 0.190
F -6.085 -2.489 -0.218 0.120
C -7.100 -2.741 -2.318 -0.282
F -8.286 -2.421 -1.712 0.080
F -6.582 -1.607 -2.798 0.126
H -2.734 -4.755 -3.517 0.173
H -4.078 -3.583 0.025 0.143
H -4.131 -5.176 -0.642 0.146
H -7.304 -3.465 -3.111 0.176
F -0.933 0.355 2.463 0.112
C -0.576 -0.926 2.634 -0.261
F -1.554 -1.671 2.008 0.065
C 0.738 -1.319 1.892 -0.358
F 1.197 -2.485 2.469 0.086
F 1.788 -0.494 2.254 0.059
C 0.677 -1.392 0.370 -0.028
O 0.255 -0.079 -0.020 0.011
C -0.702 0.039 -1.033 -0.527
F -0.262 -0.503 -2.194 0.136
F -1.801 -0.590 -0.682 0.176
C -0.765 1.575 -1.240 -0.293
F 0.415 2.164 -1.180 0.151
F -1.461 1.993 -2.344 0.076
H -0.520 -1.195 3.690 0.141
H -0.053 -2.156 0.094 0.130
H 1.632 -1.574 -0.117 0.130
H -1.469 1.873 -0.453 0.146
F 2.869 -5.371 -1.128 0.103
C 3.145 -4.354 -0.278 -0.299
F 2.005 -4.168 0.440 0.090
C 4.504 -4.359 0.478 -0.425
F 5.571 -4.333 -0.331 0.156
F 4.447 -5.622 1.038 0.099
C 4.573 -3.265 1.516 -0.022
O 4.472 -2.015 0.790 0.013
C 5.485 -1.127 1.061 -0.533
F 5.523 -0.835 2.379 0.153
F 6.637 -1.725 0.681 0.159
C 5.164 0.097 0.209 -0.274
F 3.894 0.529 0.461 0.086
F 5.943 1.175 0.409 0.124
H 3.187 -3.488 -0.958 0.132
H 5.483 -3.412 2.099 0.156
H 3.746 -3.300 2.222 0.141
H 5.168 -0.222 -0.836 0.142
F -3.212 -0.843 4.277 0.025
C -4.485 -0.306 4.500 -0.243
F -4.231 0.962 4.893 0.113
C -5.399 -0.423 3.274 -0.421
F -6.473 0.410 3.448 0.116
F -5.985 -1.653 3.278 0.121
C -4.715 -0.084 1.962 -0.061
O -4.417 1.294 1.780 0.021
C -4.491 1.715 0.445 -0.534
F -3.829 0.829 -0.285 0.161
F -5.771 1.826 0.111 0.187
C -3.788 3.122 0.521 -0.282
F -3.263 3.598 -0.625 0.094
F -4.690 4.015 0.967 0.114
H -4.862 -1.039 5.228 0.172
H -5.397 -0.470 1.198 0.137
H -3.798 -0.664 1.843 0.126
H -2.997 3.028 1.268 0.168
F 3.345 -0.653 6.009 0.068
C 3.196 -0.368 4.662 -0.280
F 1.954 -0.766 4.351 0.086
C 3.569 1.090 4.433 -0.451
F 3.429 1.363 3.115 0.129
F 4.795 1.398 4.895 0.143
C 2.567 2.000 5.211 -0.037
O 2.936 3.313 4.766 0.023
C 3.084 4.303 5.735 -0.527
F 2.917 5.424 5.011 0.158
F 2.147 4.225 6.705 0.147
C 4.492 4.319 6.381 -0.292
F 4.656 5.475 7.047 0.110
F 4.768 3.215 7.119 0.095
H 3.945 -0.972 4.132 0.160
H 2.534 1.842 6.284 0.139
H 1.606 1.859 4.706 0.146
H 5.203 4.259 5.544 0.175
F 0.945 5.445 -5.526 0.132
C 0.385 4.236 -5.650 -0.331
F 0.873 3.368 -4.736 0.093
C -1.124 4.221 -5.618 -0.445
F -1.626 2.971 -5.648 0.126
F -1.694 4.872 -6.655 0.132
C -1.654 4.884 -4.300 -0.067
O -1.334 6.244 -4.172 0.042
C -2.202 6.960 -3.381 -0.551
F -3.493 6.806 -3.695 0.157
F -2.058 6.614 -2.091 0.161
C -1.841 8.459 -3.586 -0.260
F -2.832 9.254 -3.182 0.124
F -0.714 8.689 -2.817 0.054
H 0.616 3.838 -6.652 0.172
H -1.206 4.294 -3.488 0.128
H -2.680 4.592 -4.056 0.151
H -1.390 8.678 -4.558 0.174
O -2.511 -1.528 -7.420 -0.321
S -1.307 -1.757 -6.672 0.707
O -1.200 -2.885 -5.757 -0.339
C 0.091 -1.819 -7.917 -0.193
C 1.096 -0.914 -7.336 -0.269
C 0.428 0.345 -6.693 -0.196
C -0.649 -0.274 -5.815 -0.216
H -0.259 -1.318 -8.822 0.107
H 0.423 -2.842 -8.066 0.110
H 1.595 -1.314 -6.439 0.096
H 1.994 -0.576 -7.859 0.122
H 0.037 0.834 -7.594 0.117
H 1.048 1.121 -6.249 0.097
H -1.514 0.374 -5.651 0.092
H -0.483 -0.664 -4.810 0.085
O 4.768 -3.098 -5.416 -0.328
S 5.318 -2.031 -4.596 0.698
O 6.722 -1.861 -4.382 -0.311
C 4.450 -0.556 -5.167 -0.229
C 3.903 0.198 -3.986 -0.202
C 3.295 -0.936 -3.131 -0.206
C 4.448 -1.953 -2.917 -0.186
H 3.602 -1.060 -5.625 0.075
H 5.184 -0.030 -5.776 0.113
H 4.586 0.757 -3.344 0.119
H 3.098 0.905 -4.195 0.111
H 2.416 -1.418 -3.556 0.117
H 3.051 -0.496 -2.161 0.098
H 4.212 -2.957 -2.575 0.077
H 5.241 -1.607 -2.256 0.072
O -1.324 -3.123 8.182 -0.313
S -2.028 -1.894 7.927 0.683
O -3.467 -1.898 7.803 -0.334
C -1.523 -0.724 9.230 -0.228
C -0.165 -0.265 8.738 -0.238
C -0.396 0.245 7.296 -0.176
C -1.260 -0.840 6.610 -0.192
H -1.523 -1.263 10.175 0.109
H -2.164 0.156 9.283 0.111
H 0.111 0.479 9.495 0.114
H 0.672 -0.954 8.861 0.119
H 0.494 0.386 6.686 0.084
H -0.881 1.213 7.417 0.118
H -0.845 -1.462 5.825 0.088
H -2.209 -0.382 6.338 0.064
```

Structure (SMILES): FC(F)C(F)(F)COC(F)(F)C(F)F.FC(F)C(F)(F)COC(F)(F)C(F)F.FC(F)C(F)(F)COC(F)(F)C(F)F.FC(F)C(F)(F)COC(F)(F)C(F)F.FC(F)C(F)(F)COC(F)(F)C(F)F.FC(F)C(F)(F)COC(F)(F)C(F)F.O=S1(=O)CCCC1.O=S1(=O)CCCC1.O=S1(=O)CCCC1
Highest occupied orbital energy in eV: -10.50
LUMO level in eV: 0.18

This record from the OMol25 dataset describes a structure of composition C42H48NOP2RuSSi2. The level of theory is ωB97M-V/def2-TZVPD.

```
98
Properties=species:S:1:pos:R:3:lowdin_charge:R:1
Ru -0.283 -0.041 -0.041 0.494
C -1.435 1.732 2.828 -0.233
P -1.051 1.978 1.018 1.027
C -2.584 2.706 0.359 -0.367
C -2.797 2.564 -1.013 -0.104
C -3.969 2.997 -1.594 -0.066
C -4.956 3.583 -0.815 -0.078
C -4.745 3.751 0.544 -0.082
C -3.567 3.326 1.128 -0.104
C 0.027 3.456 0.981 -0.340
C -0.334 4.655 1.587 -0.083
C 0.485 5.761 1.469 -0.081
C 1.666 5.684 0.746 -0.082
C 2.021 4.493 0.131 -0.084
C 1.202 3.385 0.239 -0.129
C -1.151 0.301 3.152 -0.438
C -1.609 -0.478 4.218 -0.077
C -1.060 -1.748 4.038 -0.074
C -0.297 -1.688 2.868 -0.416
C 0.495 -2.750 2.182 -0.238
P 1.189 -2.073 0.596 1.051
C 3.001 -2.126 0.771 -0.381
C 3.679 -1.997 -0.446 -0.088
C 5.055 -1.958 -0.487 -0.071
C 5.784 -2.009 0.694 -0.085
C 5.122 -2.116 1.906 -0.094
C 3.740 -2.182 1.951 -0.148
C 1.069 -3.564 -0.460 -0.369
C 0.357 -3.551 -1.649 -0.129
C 0.286 -4.687 -2.437 -0.072
C 0.951 -5.838 -2.051 -0.080
C 1.672 -5.855 -0.867 -0.076
C 1.724 -4.728 -0.070 -0.087
N -0.357 -0.444 2.352 -0.059
H -2.490 1.936 3.031 0.077
H -0.827 2.421 3.429 0.079
H -2.041 2.072 -1.614 0.071
H -4.119 2.860 -2.653 0.108
H -5.886 3.905 -1.257 0.102
H -5.507 4.215 1.153 0.103
H -3.434 3.470 2.191 0.092
H -1.259 4.720 2.140 0.102
H 0.201 6.692 1.934 0.103
H 2.303 6.554 0.660 0.102
H 2.937 4.435 -0.441 0.107
H 1.469 2.441 -0.232 0.067
H -2.261 -0.149 5.007 0.089
H -1.191 -2.611 4.661 0.087
H -0.151 -3.594 1.911 0.091
H 1.295 -3.129 2.826 0.079
H 3.093 -1.933 -1.354 0.095
H 5.565 -1.889 -1.438 0.106
H 6.863 -1.969 0.666 0.102
H 5.694 -2.156 2.822 0.106
H 3.249 -2.283 2.908 0.094
H -0.147 -2.643 -1.955 0.055
H -0.289 -4.672 -3.352 0.111
H 0.913 -6.721 -2.673 0.102
H 2.197 -6.751 -0.569 0.103
H 2.287 -4.742 0.854 0.110
C 1.628 -0.600 -3.610 -0.223
Si 0.356 0.213 -2.384 0.546
C 0.517 2.074 -2.986 -0.232
C -1.408 -0.356 -3.093 -0.328
C -1.619 -0.145 -4.451 -0.126
C -2.827 -0.445 -5.054 -0.095
C -3.857 -0.972 -4.296 -0.096
C -3.655 -1.209 -2.950 -0.120
C -2.445 -0.913 -2.332 -0.318
Si -2.314 -1.344 -0.424 0.590
C -2.730 -3.232 -0.253 -0.188
C -3.884 -0.595 0.451 -0.193
H 1.516 -0.177 -4.604 0.019
H 1.508 -1.676 -3.688 0.006
H 2.644 -0.398 -3.287 0.004
H -0.009 2.196 -3.929 0.013
H 1.562 2.322 -3.151 0.014
H 0.113 2.794 -2.280 -0.013
H -0.827 0.261 -5.061 0.086
H -2.966 -0.271 -6.112 0.098
H -4.810 -1.204 -4.750 0.098
H -4.460 -1.636 -2.367 0.090
H -3.686 -3.454 -0.717 0.024
H -2.806 -3.497 0.798 0.019
H -1.990 -3.881 -0.706 -0.004
H -4.793 -0.966 -0.014 0.018
H -3.919 0.489 0.413 -0.008
H -3.897 -0.895 1.495 0.019
C 4.317 1.736 2.008 -0.203
S 2.909 0.626 2.435 0.865
C 2.169 1.773 3.673 -0.206
O 2.047 0.651 1.244 -0.620
H 3.921 2.625 1.531 0.038
H 4.950 1.195 1.314 0.043
H 4.870 1.982 2.905 0.052
H 2.761 1.697 4.580 0.052
H 1.161 1.419 3.867 0.027
H 2.157 2.793 3.305 0.050
```

Highest occupied orbital energy (alpha / beta) in eV: -6.90 / -6.90
2S+1: 2
LUMO level (alpha / beta) in eV: -0.16 / -0.17

The calculation returns the following calculated total energy values, one per record and in order: -8520.0737 -3514.0079 a.u..
The calculation returns the following energy above the lowest of the compared OMol25 structures with the same formula, charge and spin values, one per record and in order: 0.0 40.1 kcal/mol.
The calculation returns the following maximum force values, one per record and in order: 0.0899 0.0855 Eh/bohr.